1.
Here is 3 unconnected molecules or ions with the total composition C4H5NO from the Open Molecules 2025 dataset. Energies are from ωB97M-V/def2-TZVPD.

Summary:
E_LUMO   0.329 eV
Orbital gap   11.0240 eV
Max |F|   1.4 eV/A
HOMO energy   -10.69 eV
Charge   0

```
11
Properties=species:S:1:pos:R:3:mulliken_charge:R:1
C -0.876 2.047 1.057 -0.73
C -0.617 1.009 0.264 -0.01
C -0.068 -1.895 -2.283 0.11
O 0.059 -0.769 -2.390 -0.12
C -0.357 -0.308 0.779 0.29
N -0.142 -1.380 1.164 -0.38
H -0.904 1.950 2.138 0.29
H 2.614 -2.399 -0.431 0.19
H -1.067 3.028 0.634 0.26
H -0.584 1.102 -0.818 0.31
H 1.941 -2.385 -0.113 -0.20
```

---

2.
Here is a molecular structure, C23H52P4RuSe from the Open Molecules 2025 dataset. Energies are from ωB97M-V/def2-TZVPD.

Summary:
Multiplicity   6
E_LUMO (alpha / beta)   -9.212 / -13.619 eV
Orbital gap (alpha / beta)   3.8902 / 2.8681 eV
Max |F|   5.7 eV/A
<S²>   8.815
HOMO energy (alpha / beta)   -13.10 / -16.49 eV
Charge   +3

```
81
Properties=species:S:1:pos:R:3:mulliken_charge:R:1
Ru 0.580 0.255 0.722 -1.42
P 2.353 -1.100 1.186 1.20
P 0.403 1.486 2.795 0.93
P 1.889 2.000 -0.129 0.90
H -2.672 -0.855 -7.499 0.41
C -1.647 -0.679 -7.844 -0.17
C -0.733 -1.656 -7.870 -0.17
H -0.983 -2.688 -7.615 0.32
C 2.051 -2.844 1.644 -1.36
C 3.451 -0.552 2.543 -1.33
C 3.474 -1.308 -0.251 -1.27
C -0.939 2.744 2.832 -1.29
C 0.015 0.547 4.330 -1.24
C 1.820 2.498 3.409 -1.29
C 2.123 1.716 -1.922 -1.11
C 3.625 2.272 0.434 -1.41
C 1.261 3.728 -0.075 -1.06
H -1.402 0.338 -8.174 0.35
H 0.294 -1.458 -8.182 0.30
H 1.352 -3.315 0.938 0.22
H 1.630 -2.906 2.656 0.32
H 2.998 -3.407 1.624 0.62
H 2.878 -0.452 3.473 0.30
H 3.920 0.408 2.306 0.31
H 4.239 -1.302 2.693 0.57
H 2.887 -1.661 -1.108 0.28
H 4.238 -2.060 -0.010 0.53
H 3.969 -0.372 -0.531 0.28
H -0.968 3.200 3.833 0.53
H -1.910 2.281 2.628 0.25
H -0.760 3.528 2.088 0.30
H 0.063 1.236 5.189 0.61
H 0.749 -0.255 4.486 0.30
H -0.995 0.118 4.287 0.26
H 1.541 2.908 4.392 0.57
H 2.043 3.334 2.736 0.38
H 2.714 1.876 3.535 0.35
H 2.920 2.367 -2.305 0.57
H 1.189 1.915 -2.460 0.25
H 2.399 0.670 -2.089 0.22
H 4.063 3.079 -0.172 0.58
H 4.235 1.373 0.304 0.38
H 3.657 2.577 1.487 0.33
H 2.022 4.404 -0.497 0.52
H 1.041 4.059 0.947 0.30
H 0.343 3.812 -0.673 0.28
C -1.383 1.165 -2.378 0.63
C -0.882 0.014 -3.001 -0.34
C -1.045 -0.156 -4.383 -0.60
C -1.687 0.824 -5.136 0.45
C -2.156 1.987 -4.525 -1.23
C -1.992 2.170 -3.158 -0.56
Se -1.297 1.493 -0.506 0.32
H 0.433 -0.394 -0.766 0.35
H -0.339 -0.743 -2.422 0.39
H -0.665 -1.062 -4.855 0.28
H -1.816 0.673 -6.206 -0.13
H -2.648 2.739 -5.129 0.42
H -2.324 3.087 -2.669 0.46
C -0.957 -3.333 -0.417 -1.36
C -1.868 -2.166 -0.041 -0.43
P -1.343 -1.097 1.366 0.91
C -2.885 -0.151 1.831 -0.06
C -4.213 -0.907 1.831 -1.48
C -1.077 -2.293 2.765 -0.07
C -2.279 -2.791 3.571 -1.69
H 0.000 -2.975 -0.816 0.20
H -1.434 -3.916 -1.215 0.48
H -0.766 -4.020 0.413 0.35
H -1.948 -1.469 -0.890 0.26
H -2.881 -2.538 0.162 0.47
H -2.721 0.341 2.800 0.33
H -2.958 0.671 1.100 0.24
H -4.339 -1.499 2.741 0.32
H -5.047 -0.194 1.769 0.42
H -4.288 -1.569 0.962 0.31
H -0.348 -1.821 3.441 -0.07
H -0.564 -3.153 2.313 0.56
H -3.021 -3.268 2.920 0.35
H -1.935 -3.537 4.302 0.46
H -2.749 -1.975 4.138 0.33
```

---

3.
Here is C3H4N2O3 in the gas phase from the Open Molecules 2025 dataset. Energies are from ωB97M-V/def2-TZVPD.

Summary:
E_LUMO   0.586 eV
Orbital gap   9.0778 eV
Max |F|   4.5 eV/A
HOMO energy   -8.49 eV
Charge   0
Structure (SMILES)   Nc1cn(O)c(=O)o1

```
12
Properties=species:S:1:pos:R:3:mulliken_charge:R:1
N 0.899 -2.145 -0.556 -0.60
C 0.393 -0.854 -0.302 0.34
C 0.928 0.302 -0.040 -0.40
N -0.243 1.089 0.153 0.25
O -0.234 2.336 0.772 -0.39
C -1.455 0.412 -0.022 0.48
O -2.643 0.798 0.024 -0.60
O -1.007 -0.818 -0.456 -0.38
H 0.131 -2.749 -0.056 0.32
H 1.762 -2.233 0.033 0.30
H 1.853 0.899 0.333 0.34
H -0.383 2.963 0.118 0.34
```

---

- The lowest max |F| belongs to which entry?
  C4H5NO